*i*
Computed, not measured: the molecule C5H6N2O, with ωB97M-V/def2-TZVPD.

Summary:
Frontier orbital gap ... 0.32596 Eh
SMILES ... O[C@@H]1C=CC=NN=C1
2S+1 ... 1
HOMO level ... -9.1 eV

Element x y z (Å)
C: 1.160 -0.752 -0.978
C: -0.165 1.173 -0.209
H: -2.127 1.452 -0.451
N: -0.530 -1.593 0.502
H: 1.683 -0.831 -1.873
H: 0.530 -0.436 1.692
H: -2.242 -1.091 1.103
C: -1.455 0.636 -0.199
N: 0.302 -1.727 -0.609
O: 1.369 -0.097 1.399
H: 1.922 1.334 -0.096
C: -1.567 -0.669 0.402
C: 1.166 0.452 0.101
H: -0.044 2.148 -0.787

Here are the Mulliken charges for atoms 1 to 5, given in e:
1 C -0.298
2 C -0.282
3 H 0.361
4 N -0.497
5 H 0.476

=====

*ii*
Computed, not measured: the molecule C5H6N2O, with ωB97M-V/def2-TZVPD.

Summary:
Frontier orbital gap ... 0.27939 Eh
SMILES ... O=C/C=C1\C=CNN1
2S+1 ... 1
HOMO level ... -7.2 eV

Element x y z (Å)
O: 2.403 -0.957 0.014
N: -2.277 0.168 0.134
H: 3.314 0.852 0.121
N: -1.234 1.050 -0.109
C: 1.161 1.062 0.006
H: 0.218 -1.911 -0.054
C: -0.399 -1.017 -0.102
H: -2.428 -1.940 0.102
C: -0.085 0.340 -0.058
H: -1.253 2.076 0.143
H: -3.244 0.467 -0.010
C: -1.763 -1.072 0.010
H: 1.161 2.149 -0.052
C: 2.350 0.260 0.056

Here are the Mulliken charges for atoms 1 to 5, given in e:
1 O -0.596
2 N -0.151
3 H 0.276
4 N -0.183
5 C -0.899

=====

*iii*
Computed, not measured: the molecule C5H6N2O, with ωB97M-V/def2-TZVPD.

Summary:
Frontier orbital gap ... 0.36880 Eh
SMILES ... c1noc2c1CNC2
2S+1 ... 1
HOMO level ... -9.3 eV

Element x y z (Å)
C: -1.510 1.020 0.185
N: -2.279 -0.027 -0.032
N: 2.220 -0.154 0.092
H: 1.104 -1.554 1.202
C: -0.144 -0.497 -0.056
H: 1.271 -1.871 -0.629
H: -1.982 1.936 0.079
H: 2.641 -0.172 -0.761
C: 1.401 1.178 -0.039
H: 1.436 1.945 0.879
C: 1.103 -1.159 0.159
H: 1.907 1.660 -1.078
C: -0.094 0.796 -0.095
O: -1.312 -1.088 -0.129

Here are the Mulliken charges for atoms 1 to 5, given in e:
1 C -0.555
2 N -0.369
3 N -0.462
4 H 0.209
5 C 0.420

=====

*iv*
Computed, not measured: the molecule C5H6N2O, with ωB97M-V/def2-TZVPD.

Summary:
Frontier orbital gap ... 0.35005 Eh
SMILES ... O=C[C@H]1[C@H]2CC=NN21
2S+1 ... 1
HOMO level ... -9.9 eV

Element x y z (Å)
H: -1.557 1.069 1.650
N: -1.227 -0.168 -1.170
N: -0.985 -1.129 -0.106
H: 1.210 0.333 -1.803
C: -1.125 0.993 -0.547
O: 2.528 0.421 0.123
C: -0.406 -0.485 1.092
C: -0.833 0.999 0.924
H: -1.395 1.952 -1.102
H: 0.886 -1.925 0.337
C: 1.415 0.089 -0.575
H: -0.996 -1.076 1.787
C: 0.499 -1.004 0.057
H: -0.199 1.802 1.378

Here are the Mulliken charges for atoms 1 to 5, given in e:
1 H 0.369
2 N -0.390
3 N -0.311
4 H 0.303
5 C -0.184

=====

Relative energy of each structure, in kcal/mol: *i* 54.9; *ii* 0.0; *iii* 45.8; *iv* 80.2.

=====

*i*
Computed, not measured: the molecule C5H6N2O, with ωB97M-V/def2-TZVPD.

Summary:
Frontier orbital gap ... 0.34904 Eh
SMILES ... Oc1cnc2n1CC2
2S+1 ... 1
HOMO level ... -8.8 eV

Element x y z (Å)
H: 2.872 0.247 -0.857
H: -2.808 -0.520 0.488
C: -1.227 1.191 0.201
O: -2.160 -1.099 -0.152
N: 0.161 1.704 0.044
C: 0.778 0.630 -0.259
H: 2.578 0.482 0.919
C: -1.193 -0.138 0.193
H: 1.526 -1.718 1.341
C: 1.406 -1.309 0.244
H: 1.612 -2.285 -0.257
N: 0.043 -0.575 -0.382
C: 2.273 0.122 -0.053
H: -2.145 1.699 -0.006

Here are the Mulliken charges for atoms 1 to 5, given in e:
1 H 0.328
2 H 0.408
3 C -0.474
4 O -0.470
5 N -0.630

=====

*ii*
Computed, not measured: the molecule C5H6N2O, with ωB97M-V/def2-TZVPD.

Summary:
Frontier orbital gap ... 0.33348 Eh
SMILES ... C[C@]12C(=O)N1C=C2N
2S+1 ... 1
HOMO level ... -8.3 eV

Element x y z (Å)
N: 1.256 -1.134 -0.184
C: 0.437 0.283 0.105
H: 1.483 2.037 -0.546
H: -2.294 0.544 0.859
H: 0.576 1.189 -1.821
H: -0.309 2.138 -0.609
C: -0.062 -1.725 -0.011
C: 1.614 -0.277 0.802
C: -0.764 -0.599 0.174
H: -0.225 -2.781 -0.012
H: -2.740 -0.995 0.328
N: -2.088 -0.224 0.236
C: 0.560 1.488 -0.769
O: 2.557 0.056 1.447

Here are the Mulliken charges for atoms 1 to 5, given in e:
1 N -0.414
2 C 0.484
3 H 0.354
4 H 0.236
5 H 0.308

=====

*iii*
Computed, not measured: the molecule C5H6N2O, with ωB97M-V/def2-TZVPD.

Summary:
Frontier orbital gap ... 0.33726 Eh
SMILES ... [H]/N=C(\CC)C(=O)C#N
2S+1 ... 1
HOMO level ... -9.7 eV

Element x y z (Å)
H: -1.572 0.930 -1.050
H: 0.876 2.068 -0.757
H: 0.688 1.372 0.911
C: 1.642 -1.702 0.614
C: -0.386 -0.696 -0.401
C: 0.107 1.635 0.093
C: -1.039 0.661 -0.161
C: 0.359 -1.347 1.009
H: -0.318 2.619 0.449
N: -0.361 -1.488 -1.355
H: -1.754 0.599 0.636
O: -0.140 -1.501 2.068
N: 2.737 -1.780 0.217
H: -0.840 -1.369 -2.272

Here are the Mulliken charges for atoms 1 to 5, given in e:
1 H 0.326
2 H 0.257
3 H 0.367
4 C 0.277
5 C 0.492

=====

*iv*
Computed, not measured: the molecule C5H6N2O, with ωB97M-V/def2-TZVPD.

Summary:
Frontier orbital gap ... 0.33766 Eh
SMILES ... C=Cn1cc(O)cn1
2S+1 ... 1
HOMO level ... -8.4 eV

Element x y z (Å)
C: -1.529 0.756 0.363
C: 1.070 -1.149 -0.882
H: 2.149 -0.880 -0.726
H: 1.481 -2.695 -2.222
C: -0.496 1.326 1.166
N: -1.055 -0.156 -0.442
C: 0.696 -2.112 -1.692
C: 0.636 0.689 0.745
N: 0.266 -0.217 -0.231
O: -0.525 2.311 2.111
H: -1.417 2.756 2.071
H: 1.660 0.696 1.146
H: -0.370 -2.317 -1.856
H: -2.566 0.993 0.450

Here are the Mulliken charges for atoms 1 to 5, given in e:
1 C -0.399
2 C 0.040
3 H 0.190
4 H 0.234
5 C 0.610

=====

Relative energy of each structure, in kcal/mol: *i* 65.6; *ii* 38.5; *iii* 22.8; *iv* 0.0.

=====

*i*
Computed, not measured: a cluster of 2 separate species, C3H5NO2S in total, with ωB97M-V/def2-TZVPD.

Summary:
Frontier orbital gap ... 0.31347 Eh
SMILES ... C=S(=O)=O.C=C=N
2S+1 ... 1
HOMO level ... -8.7 eV

Element x y z (Å)
C: 0.815 -1.562 -0.507
S: -0.445 1.144 -0.745
C: -1.493 0.412 0.331
O: 0.527 2.061 -0.281
O: -0.508 0.844 -2.134
N: 1.052 -0.181 1.569
H: -2.450 0.191 -0.042
H: 1.597 -2.269 -0.301
H: 0.299 -1.524 -1.432
C: 0.787 -0.748 0.534
H: 1.174 0.811 1.691
H: -1.355 0.823 1.317

Here are the Mulliken charges for atoms 1 to 5, given in e:
1 C -0.931
2 S 0.849
3 C -0.595
4 O -0.497
5 O -0.497

=====

*ii*
Computed, not measured: the molecule C3H5NO2S, with ωB97M-V/def2-TZVPD.

Summary:
Frontier orbital gap ... 0.32910 Eh
SMILES ... CN(C=S)OC=O
2S+1 ... 1
HOMO level ... -8.6 eV

Element x y z (Å)
O: -1.486 1.618 -0.696
C: 1.020 0.179 1.216
C: -1.983 0.589 -0.382
C: 0.695 -0.712 -1.095
H: 0.109 -1.310 -1.789
O: -1.226 -0.463 0.212
H: -3.001 0.283 -0.308
N: 0.207 -0.471 0.140
H: 0.369 -0.286 2.097
S: 2.321 -0.616 -1.545
H: 2.008 -0.102 0.959
H: 0.967 1.289 1.192

Here are the Mulliken charges for atoms 1 to 5, given in e:
1 O -0.408
2 C -0.723
3 C 0.183
4 C -0.115
5 H 0.314

=====

*iii*
Computed, not measured: the molecule C3H5NO2S, with ωB97M-V/def2-TZVPD.

Summary:
Frontier orbital gap ... 0.32893 Eh
SMILES ... C=NOCC(O)=S
2S+1 ... 1
HOMO level ... -8.7 eV

Element x y z (Å)
S: -1.884 2.955 0.013
C: -0.073 1.008 0.450
O: -1.793 0.666 -1.233
H: 0.735 1.709 0.108
H: -1.258 -0.195 -1.099
C: -1.352 1.454 -0.326
O: 0.266 -0.219 -0.172
H: 0.476 -2.690 -0.329
C: 1.433 -2.151 0.142
H: -0.272 0.965 1.571
N: 1.484 -0.802 0.299
H: 2.238 -2.701 0.574

Here are the Mulliken charges for atoms 1 to 5, given in e:
1 S -0.302
2 C -0.124
3 O -0.478
4 H 0.263
5 H 0.453

=====

*iv*
Computed, not measured: the molecule C3H5NO2S, with ωB97M-V/def2-TZVPD.

Summary:
Frontier orbital gap ... 0.34008 Eh
2S+1 ... 1
HOMO level ... -8.8 eV

Element x y z (Å)
C: -0.279 -0.320 -0.904
C: -1.195 0.713 -0.409
C: -1.850 1.636 0.019
H: 1.007 1.360 1.402
H: -0.257 -1.192 0.878
H: -0.126 -0.491 -1.955
O: 1.297 0.355 1.360
H: -2.315 2.362 0.597
N: -0.489 -1.477 -0.068
H: 0.205 -2.071 -0.315
S: 1.600 0.181 -0.262
O: 2.402 -1.056 -0.343

Here are the Mulliken charges for atoms 1 to 5, given in e:
1 C -0.060
2 C -0.721
3 C 0.056
4 H 0.369
5 H 0.311

=====

Relative energy of each structure, in kcal/mol: *i* 46.4; *ii* 0.0; *iii* 11.1; *iv* 15.6.

=====

*i*
Computed, not measured: the molecule C3H5NO2S, with ωB97M-V/def2-TZVPD.

Summary:
Frontier orbital gap ... 0.32338 Eh
SMILES ... O=CCC(=S)NO
2S+1 ... 1
HOMO level ... -8.6 eV

Element x y z (Å)
H: 0.299 -2.156 -0.261
C: 0.385 -1.034 0.187
S: -2.453 -0.698 -0.196
O: -1.590 1.995 0.059
N: -0.658 1.094 -0.045
H: 2.579 -1.055 -0.301
H: -2.394 1.392 -0.366
H: 0.664 -1.249 1.437
O: 2.004 0.730 -0.272
H: 0.280 1.573 0.091
C: 1.724 -0.374 -0.204
C: -0.840 -0.217 -0.131

Here are the Mulliken charges for atoms 1 to 5, given in e:
1 H 0.326
2 C -0.509
3 S -0.496
4 O -0.419
5 N -0.053

=====

*ii*
Computed, not measured: a structure of composition C3H5NO2S, with ωB97M-V/def2-TZVPD.

Summary:
Frontier orbital gap ... 0.34315 Eh
2S+1 ... 1
HOMO level ... -8.6 eV

Element x y z (Å)
H: -3.741 -1.472 0.207
C: -3.266 -0.463 0.117
H: 2.649 0.283 -0.892
O: 1.057 -0.420 -0.035
C: 2.442 -0.216 0.071
S: -1.557 -0.699 -0.212
C: 0.388 0.733 -0.038
O: -3.649 0.645 0.070
H: 2.747 0.293 0.911
H: 2.834 -1.160 0.128
H: 1.011 1.693 -0.054
N: -0.915 0.784 -0.273

Here are the Mulliken charges for atoms 1 to 5, given in e:
1 H 0.246
2 C 0.101
3 H 0.381
4 O -0.340
5 C -0.824

=====

Relative energy of each structure, in kcal/mol: *i* 24.6; *ii* 0.0.